Arrangement w

Entry from the Open Molecules 2025 dataset: a cluster of 8 separate species, C48H120N8O16 in total (ωB97M-V/def2-TZVPD).

Each line ends with the Mulliken charge.
Cartesian coordinates (Å):
1 C -8.15 -10.94 -2.08  -0.71
2 O -7.55 -10.56 -0.87  -0.31
3 C -6.16 -10.20 -0.98  -0.38
4 C -5.64 -9.49 0.35  -0.63
5 N -4.33 -8.87 0.27  -0.37
6 C -4.08 -7.94 -0.80  -0.53
7 C -2.94 -6.84 -0.60  -0.64
8 O -3.19 -6.08 0.61  -0.25
9 C -2.12 -5.20 1.06  -0.25
10 H -7.78 -10.41 -2.96  0.30
11 H -9.24 -10.80 -2.11  0.26
12 H -7.86 -11.97 -2.30  0.30
13 H -6.04 -9.53 -1.84  0.29
14 H -5.40 -10.97 -1.07  0.27
15 H -5.68 -10.11 1.25  0.37
16 H -6.24 -8.58 0.37  0.33
17 H -4.01 -8.52 1.16  0.24
18 H -4.97 -7.31 -0.89  0.36
19 H -3.97 -8.31 -1.82  0.29
20 H -2.89 -6.12 -1.42  0.34
21 H -2.00 -7.39 -0.52  0.39
22 H -2.48 -4.48 1.78  -0.22
23 H -1.78 -4.56 0.24  0.20
24 H -1.26 -5.69 1.51  0.36
25 C 6.51 -2.90 -2.88  -0.72
26 O 5.26 -3.41 -3.47  -0.29
27 C 4.71 -4.50 -2.66  -0.71
28 C 3.29 -4.92 -2.99  -0.58
29 N 2.39 -3.82 -2.63  -0.22
30 C 0.95 -4.01 -2.95  -0.78
31 C 0.27 -2.73 -3.46  -0.27
32 O 0.94 -2.46 -4.69  -0.37
33 C 0.55 -1.24 -5.14  -0.63
34 H 6.90 -2.06 -3.45  0.21
35 H 7.20 -3.73 -3.04  0.32
36 H 6.33 -2.52 -1.87  0.31
37 H 4.88 -4.30 -1.61  0.38
38 H 5.28 -5.32 -3.11  0.39
39 H 3.06 -5.88 -2.53  0.34
40 H 3.14 -5.12 -4.05  0.43
41 H 2.71 -2.90 -2.93  0.15
42 H 0.40 -4.42 -2.11  0.29
43 H 1.15 -4.75 -3.72  0.35
44 H 0.49 -1.98 -2.69  0.10
45 H -0.81 -2.87 -3.47  0.54
46 H 0.84 -0.47 -4.43  0.15
47 H -0.46 -1.20 -5.54  0.32
48 H 1.11 -1.06 -6.05  0.29
49 C 6.92 15.52 0.67  -0.79
50 O 6.38 14.27 1.13  -0.31
51 C 5.57 13.68 0.13  -0.66
52 C 5.06 12.40 0.82  -0.43
53 N 6.21 11.60 1.21  -0.41
54 C 5.81 10.23 1.58  -0.69
55 C 5.56 9.08 0.55  -0.54
56 O 4.45 9.46 -0.16  -0.26
57 C 4.05 8.66 -1.27  -0.61
58 H 7.46 15.31 -0.25  0.31
59 H 7.46 16.10 1.41  0.27
60 H 6.13 16.26 0.52  0.29
61 H 6.20 13.46 -0.73  0.32
62 H 4.77 14.24 -0.36  0.44
63 H 4.50 12.05 -0.05  0.22
64 H 4.45 12.47 1.72  0.39
65 H 6.64 12.19 1.90  0.26
66 H 4.88 10.37 2.13  0.39
67 H 6.67 9.87 2.15  0.42
68 H 5.44 8.11 1.04  0.37
69 H 6.41 9.04 -0.13  0.35
70 H 3.45 7.81 -0.95  0.06
71 H 4.90 8.35 -1.88  0.36
72 H 3.44 9.20 -1.99  0.29
73 C -5.44 -1.77 8.75  -0.83
74 O -4.82 -2.87 8.04  -0.42
75 C -4.25 -2.40 6.84  -0.41
76 C -4.04 -3.69 5.95  -0.08
77 N -2.62 -3.83 5.72  -0.39
78 C -2.21 -3.26 4.47  -0.55
79 C -2.06 -1.77 4.44  0.02
80 O -1.18 -1.48 5.57  -0.43
81 C -1.05 -0.11 5.84  -0.57
82 H -5.62 -2.02 9.80  0.31
83 H -6.39 -1.36 8.40  0.31
84 H -4.76 -0.93 8.86  0.32
85 H -3.30 -1.95 7.14  0.25
86 H -4.84 -1.59 6.40  0.42
87 H -4.60 -3.61 5.01  -0.10
88 H -4.64 -4.44 6.46  0.36
89 H -2.16 -3.31 6.46  0.32
90 H -2.86 -3.53 3.65  -0.10
91 H -1.21 -3.68 4.33  0.43
92 H -3.07 -1.40 4.64  0.11
93 H -1.66 -1.41 3.49  0.28
94 H -0.39 0.07 6.69  0.12
95 H -2.01 0.32 6.10  0.38
96 H -0.68 0.39 4.94  0.18
97 C 2.74 0.76 2.62  -0.25
98 O 3.24 -0.53 2.71  -0.24
99 C 4.50 -0.69 3.34  -0.54
100 C 4.28 -1.55 4.54  -0.84
101 N 3.20 -1.09 5.47  -0.25
102 C 3.71 -0.05 6.36  -0.21
103 C 2.53 0.51 7.07  -1.01
104 O 1.66 1.19 6.26  -0.06
105 C 2.12 2.56 5.97  -1.05
106 H 1.73 0.69 2.23  0.06
107 H 3.40 1.37 2.01  0.37
108 H 2.60 1.24 3.58  -0.01
109 H 4.83 0.32 3.59  0.32
110 H 5.22 -1.12 2.64  0.40
111 H 5.15 -1.67 5.18  0.42
112 H 4.10 -2.55 4.15  0.36
113 H 2.48 -0.59 4.98  0.12
114 H 4.15 0.78 5.79  0.20
115 H 4.46 -0.45 7.05  0.45
116 H 2.84 1.12 7.92  0.48
117 H 2.01 -0.31 7.56  0.34
118 H 2.52 3.12 6.81  0.34
119 H 1.39 3.21 5.49  0.33
120 H 3.03 2.65 5.38  0.30
121 C 1.84 4.77 0.16  -0.71
122 O 0.83 3.85 -0.31  -0.34
123 C 0.72 3.85 -1.74  -0.22
124 C -0.48 2.95 -2.11  -0.67
125 N -0.25 1.55 -1.71  -0.09
126 C -1.56 1.11 -1.19  -0.96
127 C -1.65 -0.29 -0.63  -0.17
128 O -0.95 -0.37 0.67  -0.27
129 C -0.06 -1.48 0.78  -0.46
130 H 1.83 5.72 -0.39  0.21
131 H 2.70 4.23 -0.22  0.29
132 H 1.82 5.02 1.22  0.31
133 H 1.70 3.72 -2.19  0.03
134 H 0.48 4.83 -2.14  0.43
135 H -0.67 2.97 -3.18  0.34
136 H -1.35 3.33 -1.57  0.36
137 H 0.40 1.47 -0.94  0.16
138 H -2.40 1.33 -1.84  0.53
139 H -1.75 1.70 -0.29  0.46
140 H -1.17 -0.89 -1.41  -0.10
141 H -2.71 -0.53 -0.68  0.27
142 H -0.46 -2.39 0.35  -0.15
143 H 0.27 -1.72 1.79  0.44
144 H 0.83 -1.44 0.15  0.41
145 C 5.86 3.12 -10.71  -0.76
146 O 5.82 2.73 -9.39  -0.28
147 C 4.59 3.15 -8.74  -0.69
148 C 4.72 2.88 -7.18  -0.68
149 N 4.48 1.45 -7.02  -0.41
150 C 4.71 1.12 -5.65  -0.75
151 C 3.52 1.46 -4.69  -0.42
152 O 3.68 2.80 -4.31  -0.37
153 C 4.33 2.92 -3.07  -0.84
154 H 5.09 2.58 -11.26  0.30
155 H 6.86 2.90 -11.06  0.26
156 H 5.80 4.19 -10.93  0.31
157 H 3.65 2.69 -9.05  0.34
158 H 4.46 4.23 -8.74  0.39
159 H 4.11 3.52 -6.54  0.50
160 H 5.79 3.04 -7.00  0.36
161 H 5.23 1.07 -7.57  0.29
162 H 5.67 1.49 -5.28  0.39
163 H 4.79 0.03 -5.64  0.44
164 H 3.18 0.71 -3.98  0.43
165 H 2.74 1.64 -5.43  0.22
166 H 5.37 2.68 -3.28  0.35
167 H 3.99 2.38 -2.19  0.33
168 H 4.28 3.97 -2.79  0.23
169 C -6.15 -1.21 -1.84  -0.78
170 O -7.42 -1.28 -1.10  -0.33
171 C -8.54 -1.58 -1.94  -0.50
172 C -9.76 -1.40 -1.03  -0.89
173 N -9.75 -2.19 0.24  -0.38
174 C -9.29 -3.61 0.21  -0.63
175 C -9.22 -4.23 1.59  -0.57
176 O -8.27 -3.68 2.43  -0.38
177 C -6.89 -3.68 2.04  -0.36
178 H -6.17 -1.43 -2.90  0.39
179 H -5.33 -1.74 -1.36  0.19
180 H -5.84 -0.19 -1.64  0.29
181 H -8.58 -2.54 -2.46  0.31
182 H -8.52 -0.76 -2.66  0.57
183 H -10.51 -1.91 -1.63  0.39
184 H -10.02 -0.34 -0.94  0.37
185 H -9.00 -1.68 0.68  0.31
186 H -8.45 -3.84 -0.44  0.31
187 H -10.10 -4.06 -0.37  0.46
188 H -9.00 -5.28 1.43  0.34
189 H -10.24 -4.19 1.98  0.32
190 H -6.90 -3.27 1.03  0.18
191 H -6.49 -4.65 2.31  0.24
192 H -6.31 -2.90 2.54  0.11

Calculated values
* SMILES string: COCCNCCOC.COCCNCCOC.COCCNCCOC.COCCNCCOC.COCCNCCOC.COCCNCCOC.COCCNCCOC.COCCNCCOC
* HOMO level: -8.270 eV
* LUMO energy: 0.291 eV

Arrangement x

Entry from the Open Molecules 2025 dataset: a cluster of 8 separate species, C48H120N8O16 in total (ωB97M-V/def2-TZVPD).

Each line ends with the Mulliken charge.
Cartesian coordinates (Å):
1 C 10.60 8.10 -7.57  -0.80
2 O 10.94 9.48 -7.82  -0.22
3 C 12.25 9.95 -7.54  -0.79
4 C 12.14 11.51 -7.32  -0.33
5 N 12.17 12.01 -8.73  -0.46
6 C 10.87 12.20 -9.19  -0.57
7 C 10.42 13.58 -8.65  -0.74
8 O 9.94 13.50 -7.34  -0.27
9 C 9.03 14.51 -7.01  -0.77
10 H 10.92 7.71 -6.61  0.30
11 H 11.16 7.52 -8.30  0.33
12 H 9.52 8.04 -7.73  0.22
13 H 12.93 9.70 -8.35  0.35
14 H 12.75 9.43 -6.72  0.46
15 H 13.04 11.82 -6.79  0.35
16 H 11.26 11.88 -6.78  0.27
17 H 12.67 11.30 -9.24  0.26
18 H 10.23 11.38 -8.86  0.31
19 H 10.83 12.09 -10.28  0.45
20 H 9.55 13.91 -9.22  0.47
21 H 11.13 14.41 -8.73  0.34
22 H 8.41 14.71 -7.89  0.31
23 H 9.50 15.47 -6.79  0.30
24 H 8.34 14.20 -6.22  0.25
25 C 29.69 -0.17 -3.21  -0.82
26 O 29.75 -0.69 -1.87  -0.29
27 C 29.89 -2.04 -1.84  -0.51
28 C 30.46 -2.31 -0.44  -0.74
29 N 29.47 -2.23 0.61  -0.41
30 C 28.38 -3.22 0.53  -0.55
31 C 28.09 -3.76 1.94  -0.72
32 O 29.28 -3.95 2.64  -0.36
33 C 29.12 -4.14 4.05  -0.77
34 H 29.31 0.85 -3.21  0.25
35 H 28.99 -0.71 -3.84  0.33
36 H 30.65 -0.40 -3.68  0.32
37 H 30.53 -2.45 -2.63  0.43
38 H 28.91 -2.51 -1.94  0.31
39 H 31.30 -1.63 -0.33  0.38
40 H 31.06 -3.22 -0.39  0.48
41 H 29.88 -2.44 1.51  0.29
42 H 28.78 -4.13 0.09  0.36
43 H 27.48 -2.72 0.16  0.33
44 H 27.54 -4.70 1.86  0.38
45 H 27.46 -3.08 2.51  0.41
46 H 28.41 -4.95 4.23  0.29
47 H 28.70 -3.23 4.48  0.33
48 H 30.07 -4.21 4.57  0.26
49 C 21.23 -9.75 0.41  -0.91
50 O 20.94 -9.54 -0.99  -0.37
51 C 20.67 -8.13 -1.35  -0.62
52 C 19.16 -8.02 -1.70  -0.49
53 N 18.76 -8.79 -2.91  -0.35
54 C 17.37 -8.51 -3.28  -0.54
55 C 16.84 -9.57 -4.34  -0.39
56 O 15.42 -9.63 -4.54  -0.34
57 C 14.91 -10.91 -5.09  -0.65
58 H 20.48 -9.32 1.08  0.34
59 H 22.11 -9.27 0.84  0.36
60 H 21.05 -10.76 0.77  0.34
61 H 21.35 -7.72 -2.09  0.37
62 H 20.84 -7.56 -0.43  0.40
63 H 19.17 -6.96 -1.95  0.27
64 H 18.52 -8.35 -0.88  0.38
65 H 18.95 -9.77 -2.75  0.25
66 H 17.35 -7.57 -3.83  0.20
67 H 16.76 -8.52 -2.37  0.37
68 H 17.18 -10.54 -3.99  0.28
69 H 17.38 -9.31 -5.24  0.27
70 H 14.80 -10.91 -6.17  0.26
71 H 13.94 -11.18 -4.66  0.26
72 H 15.54 -11.74 -4.78  0.30
73 C 19.66 -3.95 -11.63  -0.67
74 O 20.19 -3.12 -12.73  -0.37
75 C 19.48 -3.30 -13.98  -0.61
76 C 17.92 -3.02 -13.82  -0.15
77 N 17.06 -3.23 -14.95  -0.28
78 C 15.72 -2.66 -14.95  -0.89
79 C 15.82 -1.22 -15.47  -0.20
80 O 14.45 -0.69 -15.91  -0.35
81 C 14.47 0.68 -16.27  -0.71
82 H 19.52 -4.98 -11.97  0.33
83 H 18.78 -3.49 -11.17  0.24
84 H 20.43 -3.99 -10.86  0.25
85 H 19.60 -4.34 -14.28  0.37
86 H 19.90 -2.70 -14.79  0.34
87 H 17.73 -1.95 -13.72  0.24
88 H 17.42 -3.34 -12.91  0.21
89 H 17.37 -3.35 -15.91  0.25
90 H 15.19 -2.74 -14.00  0.27
91 H 15.15 -3.19 -15.71  0.34
92 H 16.46 -1.16 -16.35  0.27
93 H 16.17 -0.67 -14.60  0.30
94 H 14.83 0.78 -17.29  0.27
95 H 15.26 1.20 -15.73  0.30
96 H 13.49 1.04 -15.94  0.25
97 C 32.18 5.25 -13.52  -0.68
98 O 32.06 5.81 -12.29  -0.40
99 C 30.89 6.41 -11.81  -0.30
100 C 30.51 7.54 -12.88  -0.63
101 N 29.93 7.02 -14.12  -0.15
102 C 28.49 7.29 -14.26  -0.76
103 C 27.76 6.10 -13.68  -0.34
104 O 27.88 5.03 -14.59  -0.35
105 C 27.06 3.88 -14.34  -0.83
106 H 31.20 4.91 -13.88  0.36
107 H 32.67 4.29 -13.35  0.31
108 H 32.72 5.86 -14.25  0.23
109 H 31.09 6.87 -10.85  0.33
110 H 30.14 5.62 -11.81  0.28
111 H 31.45 8.02 -13.11  0.41
112 H 29.88 8.28 -12.39  0.36
113 H 29.87 6.03 -13.92  -0.16
114 H 28.27 7.57 -15.29  0.31
115 H 28.01 8.13 -13.74  0.33
116 H 26.71 6.35 -13.53  0.57
117 H 28.10 5.87 -12.67  0.20
118 H 25.99 3.96 -14.16  0.30
119 H 27.56 3.45 -13.47  0.33
120 H 27.24 3.09 -15.07  0.28
121 C 22.27 13.92 1.66  -0.80
122 O 23.03 13.24 0.68  -0.33
123 C 22.54 13.37 -0.63  -0.65
124 C 23.62 12.98 -1.73  -0.46
125 N 23.40 13.35 -3.09  -0.50
126 C 22.10 12.94 -3.60  -0.69
127 C 22.00 11.41 -3.67  -0.57
128 O 22.92 10.95 -4.64  -0.35
129 C 23.11 9.52 -4.77  -0.78
130 H 22.27 15.01 1.56  0.33
131 H 22.62 13.79 2.69  0.29
132 H 21.20 13.70 1.69  0.31
133 H 22.18 14.36 -0.92  0.40
134 H 21.61 12.80 -0.70  0.31
135 H 23.82 11.91 -1.74  0.33
136 H 24.61 13.40 -1.57  0.38
137 H 23.91 12.61 -3.56  0.32
138 H 21.94 13.33 -4.60  0.36
139 H 21.30 13.29 -2.94  0.35
140 H 21.00 11.24 -4.07  0.46
141 H 22.06 10.91 -2.71  0.39
142 H 22.21 8.92 -4.78  0.32
143 H 23.72 8.97 -4.04  0.30
144 H 23.68 9.37 -5.68  0.27
145 C 19.38 7.83 7.63  -0.77
146 O 19.92 6.68 7.00  -0.31
147 C 21.28 6.38 7.41  -0.54
148 C 22.11 5.74 6.28  -0.87
149 N 21.29 4.81 5.58  -0.42
150 C 20.66 3.75 6.38  -0.51
151 C 19.82 2.61 5.69  -0.45
152 O 19.07 2.04 6.69  -0.35
153 C 19.85 1.14 7.47  -0.70
154 H 19.25 7.55 8.67  0.31
155 H 18.41 8.19 7.29  0.25
156 H 20.11 8.64 7.66  0.30
157 H 21.12 5.75 8.29  0.33
158 H 21.90 7.23 7.69  0.52
159 H 23.04 5.37 6.72  0.32
160 H 22.48 6.36 5.46  0.39
161 H 20.73 5.41 4.99  0.31
162 H 19.99 4.23 7.09  0.45
163 H 21.45 3.36 7.01  0.27
164 H 20.24 1.78 5.12  0.34
165 H 19.12 3.08 5.00  0.24
166 H 20.62 1.60 8.08  0.29
167 H 20.19 0.23 6.97  0.30
168 H 19.14 0.75 8.19  0.27
169 C 19.31 4.21 -9.11  -0.72
170 O 18.69 3.95 -7.83  -0.35
171 C 18.16 2.68 -7.65  -0.65
172 C 19.35 1.71 -7.30  -0.33
173 N 19.90 2.09 -6.02  -0.29
174 C 20.94 1.17 -5.68  -0.57
175 C 21.78 1.52 -4.42  -0.79
176 O 22.48 2.70 -4.48  -0.32
177 C 23.15 2.98 -3.27  -0.71
178 H 20.34 3.88 -9.19  0.27
179 H 19.36 5.30 -9.15  0.25
180 H 18.72 3.91 -9.98  0.32
181 H 17.56 2.32 -8.48  0.40
182 H 17.42 2.68 -6.86  0.34
183 H 20.18 1.89 -7.98  0.24
184 H 19.01 0.67 -7.25  0.30
185 H 20.01 3.06 -5.79  0.28
186 H 21.76 1.07 -6.39  0.31
187 H 20.51 0.20 -5.44  0.30
188 H 22.50 0.71 -4.28  0.43
189 H 21.14 1.47 -3.54  0.45
190 H 23.56 2.08 -2.80  0.29
191 H 22.25 3.29 -2.74  0.32
192 H 23.96 3.68 -3.46  0.21

Calculated values
* SMILES string: COCCNCCOC.COCCNCCOC.COCCNCCOC.COCCNCCOC.COCCNCCOC.COCCNCCOC.COCCNCCOC.COCCNCCOC
* HOMO level: -8.186 eV
* LUMO energy: 0.577 eV

Relative stability in kcal/mol, measured from the most stable structure: arrangement w 0.0; arrangement x 32.7